Below is C42H42AsNOPdS4Si as an isolated structure, with properties calculated with the ωB97M-V functional and the def2-TZVPD basis.

Each line ends with the Löwdin charge.
Cartesian coordinates (Å):
Pd1 -1.4944 0.9006 -1.4979  0.356
S1 -2.1202 -1.1785 -2.5935  -0.016
S2 -3.0115 -0.2723 -4.2107  -0.215
S3 -4.5161 0.7203 -3.2728  -0.202
S4 -3.4563 2.0731 -2.0697  -0.096
C1 -6.1077 -0.5386 5.2626  -0.068
C2 -4.8968 -0.6047 4.3713  -0.287
C3 -3.6165 -0.6362 4.8871  -0.039
C4 -2.4799 -0.6791 4.0715  -0.279
C5 -1.1680 -0.7183 4.8267  -0.065
C6 -2.6228 -0.6940 2.6770  -0.263
As1 -1.2452 -0.7691 1.2073  1.319
N1 -1.1170 0.9688 0.6641  -0.322
C7 -1.1225 2.1209 1.3835  -0.413
C8 -1.1589 3.3523 0.6981  -0.067
C9 -1.1412 4.5613 1.3641  -0.127
C10 -1.0796 4.6259 2.7545  -0.156
C11 -1.0312 3.4244 3.4500  -0.126
C12 -1.0508 2.2088 2.7874  -0.071
C13 0.3914 -1.3087 2.1972  -0.295
C14 1.6015 -0.6045 2.2340  -0.254
C15 1.8107 0.7287 1.5727  -0.052
C16 2.6923 -1.1691 2.8999  -0.026
C17 2.6431 -2.4193 3.4873  -0.288
C18 3.8268 -2.9913 4.2211  -0.070
C19 1.4675 -3.1466 3.3598  -0.043
C20 0.3572 -2.6207 2.7136  -0.313
C21 -0.8622 -3.4982 2.5760  -0.085
C22 -3.9275 -0.6743 2.1443  -0.276
C23 -4.1872 -0.7197 0.6573  -0.114
C24 -5.0279 -0.6260 2.9892  -0.029
H1 -5.8205 -0.5449 6.3143  0.063
H2 -6.7755 -1.3856 5.0901  0.071
H3 -6.6837 0.3703 5.0775  0.073
H4 -3.4773 -0.6133 5.9638  0.103
H5 -1.2705 -0.1565 5.7571  0.075
H6 -0.3257 -0.3122 4.2767  0.051
H7 -0.9000 -1.7457 5.0876  0.081
H8 -1.1976 3.3328 -0.3908  0.066
H9 -1.1736 5.4753 0.7808  0.088
H10 -1.0653 5.5765 3.2719  0.071
H11 -0.9728 3.4272 4.5344  0.087
H12 -1.0055 1.3008 3.3576  0.056
H13 1.3813 0.7517 0.5707  0.045
H14 2.8822 0.9313 1.5113  0.066
H15 1.3445 1.5353 2.1407  0.073
H16 3.6177 -0.6026 2.9382  0.106
H17 4.6684 -2.2989 4.2054  0.065
H18 4.1581 -3.9308 3.7743  0.071
H19 3.5828 -3.1972 5.2657  0.070
H20 1.4116 -4.1528 3.7645  0.106
H21 -0.6864 -4.4683 3.0442  0.068
H22 -1.1070 -3.6628 1.5237  0.072
H23 -1.7466 -3.0537 3.0350  0.058
H24 -3.8081 -1.6387 0.2016  0.054
H25 -3.7043 0.1153 0.1212  0.014
H26 -5.2576 -0.6528 0.4594  0.072
H27 -6.0173 -0.5960 2.5451  0.109
O1 0.4810 0.3702 -1.6564  -0.471
Si1 1.2966 0.3313 -3.0308  0.424
C25 1.0248 -1.1763 -4.1314  -0.255
C26 1.3207 -2.4479 -3.6289  -0.112
C27 1.1436 -3.5890 -4.3919  -0.103
C28 0.6554 -3.4854 -5.6895  -0.117
C29 0.3472 -2.2384 -6.2060  -0.101
C30 0.5340 -1.0977 -5.4320  -0.101
C31 3.1615 0.2769 -2.6441  -0.203
C32 4.0995 -0.4420 -3.3867  -0.105
C33 5.4516 -0.4283 -3.0647  -0.111
C34 5.8984 0.3100 -1.9797  -0.123
C35 4.9850 1.0335 -1.2248  -0.102
C36 3.6385 1.0146 -1.5561  -0.085
C37 1.1113 1.8274 -4.1766  -0.213
C38 2.1097 2.1347 -5.1067  -0.102
C39 1.9970 3.2177 -5.9670  -0.114
C40 0.8711 4.0295 -5.9155  -0.120
C41 -0.1340 3.7451 -5.0038  -0.091
C42 -0.0109 2.6578 -4.1467  -0.085
H28 1.6794 -2.5449 -2.6110  0.110
H29 1.3707 -4.5622 -3.9733  0.090
H30 0.5109 -4.3756 -6.2905  0.086
H31 -0.0519 -2.1499 -7.2095  0.091
H32 0.2717 -0.1314 -5.8457  0.097
H33 3.7651 -1.0351 -4.2304  0.096
H34 6.1557 -1.0006 -3.6587  0.088
H35 6.9505 0.3175 -1.7198  0.086
H36 5.3229 1.6108 -0.3714  0.093
H37 2.9316 1.5741 -0.9592  0.091
H38 2.9997 1.5177 -5.1581  0.093
H39 2.7879 3.4290 -6.6785  0.087
H40 0.7789 4.8786 -6.5839  0.086
H41 -1.0244 4.3596 -4.9550  0.098
H42 -0.8305 2.4493 -3.4507  0.045

Calculated values
- HOMO energy (Eh) = -0.0545
- relative energy (zero: lowest compared OMol25 entry of this formula, charge and spin) (kJ/mol) = 119.5
- frontier orbital gap (eV) = 5.645
- E_tot (Eh) = -6001.7301
- total charge = -2

Below is one molecule with the formula C3H3NO2 at a distorted geometry, with properties calculated with the ωB97M-V functional and the def2-TZVPD basis.

Each line ends with the Löwdin charge.
Cartesian coordinates (Å):
O1 -2.0483 -0.1748 0.0698  0.016
C1 -0.6569 -0.2042 -0.0968  -0.366
N1 0.2917 -1.1844 -0.0868  0.107
C2 1.4598 -0.6048 0.1126  -0.178
C3 1.2943 0.7613 -0.0694  -0.113
O2 -0.0762 1.0596 -0.0931  0.003
H1 -2.1140 0.9466 0.4698  0.272
H2 2.4163 -1.0358 0.2653  0.097
H3 2.0680 1.5882 0.3804  0.162

Calculated values
- HOMO energy (Eh) = -0.3234
- relative energy (zero: lowest compared OMol25 entry of this formula, charge and spin) (kJ/mol) = 314.3
- frontier orbital gap (eV) = 8.939
- E_tot (Eh) = -321.2580
- SMILES = Oc1ncco1
- total charge = 0